a) Formula: C6H8OS
Source: the Open Molecules 2025 dataset
Level of theory: ωB97M-V/def2-TZVPD

**HOMO energy**: -7.659 eV
**SMILES**: CO/C=C1\C=CSC1
**Orbital gap**: 8.51 eV

Atoms and positions in Å:
C  2.293  0.846  0.028
O  2.071  -0.654  -0.242
C  0.848  -1.285  -0.052
C  -0.370  -0.727  -0.005
C  -0.587  0.838  0.039
C  -1.827  1.186  -0.081
S  -3.097  -0.078  -0.091
C  -1.750  -1.304  0.003
H  3.399  0.803  -0.298
H  1.436  1.484  -0.589
H  2.191  1.073  1.092
H  0.896  -2.316  0.376
H  0.008  1.644  -0.126
H  -2.031  2.284  -0.101
H  -1.968  -1.789  0.919
H  -1.511  -2.005  -0.872

***

b) Formula: C6H8OS
Source: the Open Molecules 2025 dataset
Level of theory: ωB97M-V/def2-TZVPD

**HOMO energy**: -8.173 eV
**SMILES**: O[C@@H]1CC(=S)[C@@H]2C[C@@H]12
**Orbital gap**: 8.42 eV

Atoms and positions in Å:
O  2.346  -1.041  -0.526
C  1.573  -0.304  0.233
C  0.299  -1.250  0.520
C  -0.813  -0.337  0.396
S  -2.215  -0.569  -0.306
C  -0.293  1.069  0.664
C  0.163  2.216  -0.198
C  0.821  0.921  -0.346
H  3.224  -0.635  -0.896
H  2.288  0.149  1.065
H  0.094  -2.262  -0.135
H  0.210  -1.453  1.634
H  0.354  1.138  1.633
H  0.332  3.154  0.437
H  -0.498  2.720  -1.003
H  0.169  0.744  -1.248

***

c) Formula: C6H8OS
Source: the Open Molecules 2025 dataset
Level of theory: ωB97M-V/def2-TZVPD

**HOMO energy**: -8.691 eV
**SMILES**: S=C[C@H]1OC[C@@H]2C[C@@H]21
**Orbital gap**: 8.57 eV

Atoms and positions in Å:
S  -0.669  1.467  -2.263
C  -0.252  1.233  -0.740
C  0.576  0.089  -0.174
O  1.181  0.424  1.030
C  0.517  -0.245  2.123
C  -0.501  -1.161  1.514
C  0.157  -2.251  0.744
C  -0.334  -1.073  -0.002
H  -0.486  1.984  0.070
H  1.344  -0.117  -0.957
H  1.275  -0.729  2.760
H  -0.007  0.532  2.688
H  -1.444  -1.266  1.974
H  1.202  -2.396  0.941
H  -0.424  -3.192  0.391
H  -1.186  -1.239  -0.696

***

d) Formula: C6H8OS
Source: the Open Molecules 2025 dataset
Level of theory: ωB97M-V/def2-TZVPD

**HOMO energy**: -8.555 eV
**Orbital gap**: 8.53 eV

Atoms and positions in Å:
C  0.973  -0.024  -0.652
C  0.670  -0.434  0.818
C  0.501  1.086  0.920
C  -0.306  0.852  -0.431
C  -1.413  -0.041  -0.186
C  -0.814  -0.973  0.786
H  0.654  -0.965  -2.616
H  1.672  0.741  -0.713
H  1.557  -1.074  1.323
H  1.387  1.696  0.285
H  -0.088  1.751  1.523
H  -0.659  1.807  -0.856
H  -0.917  -2.012  0.430
H  -1.535  -1.015  1.737
O  1.256  -1.145  -1.656
S  -2.940  -0.250  -0.713

***

Of them, c) has the highest stability.

***

a) Formula: C6H8OS
Source: the Open Molecules 2025 dataset
Level of theory: ωB97M-V/def2-TZVPD

**HOMO energy**: -8.626 eV
**SMILES**: C=C(CC=O)CC=S
**Orbital gap**: 8.57 eV

Atoms and positions in Å:
C  -0.058  1.190  -2.406
C  -0.041  1.030  -1.085
C  1.131  1.277  -0.178
C  2.117  0.156  -0.015
O  1.994  -0.999  -0.389
C  -1.314  0.453  -0.377
C  -0.937  -0.772  0.448
S  -1.414  -1.146  1.931
H  -0.936  0.960  -2.993
H  0.869  1.548  -2.918
H  1.707  2.158  -0.518
H  0.833  1.513  0.831
H  3.044  0.444  0.543
H  -1.861  1.165  0.215
H  -2.029  0.022  -1.098
H  -0.342  -1.478  -0.161

***

b) Formula: C6H8OS
Source: the Open Molecules 2025 dataset
Level of theory: ωB97M-V/def2-TZVPD

**HOMO energy**: -8.009 eV
**Orbital gap**: 7.76 eV

Atoms and positions in Å:
C  2.022  0.117  -0.297
C  0.547  -0.024  -0.626
C  -0.320  -0.725  0.370
C  -2.668  -0.006  -0.361
C  -1.828  0.971  -0.107
C  -0.443  0.586  0.345
H  3.331  -1.357  0.961
H  2.488  0.778  -1.068
H  2.051  0.629  0.814
H  0.304  -0.073  -1.706
H  0.070  -1.760  1.002
H  -3.848  0.278  -0.289
H  -2.314  2.073  0.177
H  0.083  1.330  1.119
O  2.553  -1.213  -0.198
S  -2.031  -1.602  -0.136

***

c) Formula: C6H8OS
Source: the Open Molecules 2025 dataset
Level of theory: ωB97M-V/def2-TZVPD

**HOMO energy**: -8.736 eV
**Orbital gap**: 8.48 eV

Atoms and positions in Å:
C  0.539  0.445  -0.177
C  -0.436  -1.654  0.177
C  0.706  -0.972  -0.078
C  -0.797  0.852  0.077
C  2.111  -1.390  0.061
C  -1.301  2.206  0.151
O  -2.786  -0.611  -0.894
S  -1.934  -0.594  0.345
H  1.264  1.019  -0.602
H  -0.393  -2.738  0.497
H  2.174  -2.545  0.276
H  2.671  -0.741  0.565
H  2.660  -1.154  -0.910
H  -2.217  2.289  0.663
H  -1.566  2.691  -0.786
H  -0.696  2.898  0.633

***

d) Formula: C6H8OS
Source: the Open Molecules 2025 dataset
Level of theory: ωB97M-V/def2-TZVPD

**HOMO energy**: -8.733 eV
**SMILES**: OC(=S)C1CC=CC1
**Orbital gap**: 9.31 eV

Atoms and positions in Å:
O  1.996  1.409  -0.010
C  1.192  0.334  -0.005
S  1.830  -1.155  0.004
C  -0.300  0.638  0.007
C  -1.058  0.077  -1.228
C  -2.425  -0.216  -0.663
C  -2.419  -0.220  0.663
C  -1.057  0.089  1.228
H  1.490  2.222  -0.028
H  -0.429  1.721  0.003
H  -1.120  0.786  -2.033
H  -0.595  -0.841  -1.569
H  -3.267  -0.462  -1.280
H  -3.271  -0.443  1.273
H  -0.594  -0.793  1.571
H  -1.056  0.805  2.063

***

Of them, d) has the highest stability.

***

a) Formula: C6H8OS
Source: the Open Molecules 2025 dataset
Level of theory: ωB97M-V/def2-TZVPD

**HOMO energy**: -9.031 eV
**Orbital gap**: 9.60 eV

Atoms and positions in Å:
C  1.308  0.040  -0.519
C  0.575  -1.057  0.330
C  -0.635  -1.458  -0.352
C  -0.858  1.196  -0.629
C  0.490  1.106  0.077
C  0.218  0.245  1.152
H  1.126  -1.982  0.659
H  -0.434  -1.829  -1.207
H  -1.117  -2.264  0.190
H  -1.359  2.086  -0.340
H  -0.532  1.696  -1.596
H  0.803  2.192  0.220
H  -0.785  0.159  1.596
H  0.815  0.348  1.995
O  2.398  -0.267  -1.076
S  -2.013  -0.210  -0.499

***

b) Formula: C6H8OS
Source: the Open Molecules 2025 dataset
Level of theory: ωB97M-V/def2-TZVPD

**HOMO energy**: -8.981 eV
**SMILES**: C[C@]1(O)C=C[C@@H]2S[C@@H]21
**Orbital gap**: 9.52 eV

Atoms and positions in Å:
C  -1.456  -1.342  -0.833
C  -1.016  -0.237  0.070
O  -1.915  0.000  1.183
C  -0.975  1.003  -0.746
C  0.175  1.681  -0.543
C  1.120  0.909  0.279
S  1.984  -0.699  -0.076
C  0.321  -0.297  0.689
H  -0.431  -1.300  -1.412
H  -1.723  -2.353  -0.379
H  -2.309  -1.158  -1.637
H  -1.936  0.942  1.444
H  -1.776  1.131  -1.518
H  0.622  2.628  -1.000
H  1.762  1.523  0.990
H  0.355  -0.528  1.769

***

Of them, b) has the highest stability.

***

a) Formula: CH2N2O2S
Source: the Open Molecules 2025 dataset
Level of theory: ωB97M-V/def2-TZVPD

**HOMO energy**: -9.217 eV
**SMILES**: O=NN=C=S.O
**Orbital gap**: 8.11 eV

Atoms and positions in Å:
O  -3.035  1.322  -0.165
N  -2.418  0.822  0.737
N  -1.157  0.894  0.794
C  -0.095  0.577  1.297
S  1.405  0.402  1.729
O  1.558  -1.226  -1.093
H  2.464  -1.603  -1.212
H  1.278  -1.189  -2.087

***

b) Formula: CH2N2O2S
Source: the Open Molecules 2025 dataset
Level of theory: ωB97M-V/def2-TZVPD

**HOMO energy**: -9.680 eV
**SMILES**: N=C=S.O=NO
**Orbital gap**: 9.65 eV

Atoms and positions in Å:
N  1.344  1.625  -0.075
C  1.616  0.463  -0.003
S  2.209  -0.972  0.025
H  0.529  2.178  0.090
O  -1.836  0.618  0.325
N  -1.107  -0.303  0.175
O  -1.728  -1.471  -0.219
H  -1.027  -2.138  -0.318

***

Of them, b) has the highest stability.

***

a) Formula: CH2N2O2S
Source: the Open Molecules 2025 dataset
Level of theory: ωB97M-V/def2-TZVPD

**HOMO energy**: -10.070 eV
**Orbital gap**: 9.77 eV

Atoms and positions in Å:
C  1.935  -0.605  -0.466
N  -1.455  1.477  1.223
N  -2.231  1.108  0.573
O  -0.580  -1.133  -0.153
O  -3.139  1.015  -0.099
S  0.643  -0.640  0.508
H  1.927  -0.849  -1.608
H  2.898  -0.373  0.022

***

b) Formula: CH2N2O2S
Source: the Open Molecules 2025 dataset
Level of theory: ωB97M-V/def2-TZVPD

**HOMO energy**: -10.097 eV
**SMILES**: N=C=S.O=NO
**Orbital gap**: 9.82 eV

Atoms and positions in Å:
N  -0.367  -0.318  0.502
C  -1.377  0.360  0.650
S  -2.352  1.517  0.926
H  -0.268  -1.315  0.052
O  0.949  2.244  -2.495
N  0.674  1.857  -1.376
O  1.640  1.109  -0.831
H  1.146  0.510  -0.125

***

Of them, b) has the highest stability.

***

a) Formula: C3H10N2O3
Source: the Open Molecules 2025 dataset
Level of theory: ωB97M-V/def2-TZVPD

**HOMO energy**: -9.271 eV
**SMILES**: NC(N)=O.CCOO
**Orbital gap**: 9.77 eV

Atoms and positions in Å:
N  1.424  -0.553  1.563
C  1.712  0.428  0.624
N  2.559  -0.024  -0.368
O  1.501  1.644  0.830
H  1.531  -0.247  2.520
H  1.677  -1.503  1.324
H  2.194  -0.827  -0.871
H  2.856  0.707  -0.999
C  -2.613  0.236  -0.273
C  -1.285  0.918  -0.423
O  -0.187  -0.318  -0.341
O  0.040  -1.466  -1.157
H  -2.669  -0.657  -0.901
H  -3.417  0.926  -0.555
H  -2.793  -0.090  0.753
H  -1.044  1.209  -1.443
H  -1.150  1.752  0.259
H  -0.335  -2.135  -0.543

***

b) Formula: C3H10N2O3
Source: the Open Molecules 2025 dataset
Level of theory: ωB97M-V/def2-TZVPD

**HOMO energy**: -9.685 eV
**SMILES**: NC(=O)O.NCCO
**Orbital gap**: 10.18 eV

Atoms and positions in Å:
N  -1.068  1.984  2.226
C  -0.728  1.282  1.101
O  -1.559  0.712  0.382
O  0.557  1.302  0.880
H  -0.419  1.822  3.003
H  -0.980  2.963  2.035
H  1.015  0.751  -0.094
N  1.437  0.078  -1.264
C  0.354  -0.921  -1.395
C  0.032  -1.757  -0.176
O  -1.394  -1.956  -0.076
H  2.348  -0.305  -1.529
H  1.258  0.872  -1.859
H  0.459  -1.535  -2.308
H  -0.532  -0.279  -1.548
H  0.504  -2.799  -0.242
H  0.409  -1.168  0.726
H  -1.694  -1.048  0.138

***

Of them, b) has the highest stability.

***

a) Formula: C8H8FN2O2
Source: the Open Molecules 2025 dataset
Level of theory: ωB97M-V/def2-TZVPD

**Net charge**: -1
**HOMO energy**: -2.397 eV
**Orbital gap**: 5.95 eV

Atoms and positions in Å:
C  3.087  0.587  0.576
C  1.837  0.052  0.622
C  3.372  1.630  -0.330
C  1.316  1.612  -1.168
C  0.934  0.575  -0.357
C  -2.536  0.215  2.079
C  -2.393  -1.434  -0.264
C  -1.140  -0.984  0.476
N  2.491  2.185  -1.226
N  -0.339  0.377  -0.464
O  -3.629  0.195  1.684
O  -1.414  -0.197  1.614
F  -2.268  0.798  3.293
H  4.013  0.288  1.096
H  1.714  -0.884  1.175
H  4.313  2.157  -0.271
H  0.600  2.022  -1.865
H  -2.887  -2.367  0.143
H  -3.053  -0.668  -0.499
H  -2.072  -1.745  -1.230
H  -0.339  -1.670  0.539

***

b) Formula: C8H8FN2O2
Source: the Open Molecules 2025 dataset
Level of theory: ωB97M-V/def2-TZVPD

**Net charge**: -1
**HOMO energy (alpha / beta)**: -3.146 / -3.142 eV
**SMILES**: NC(=C\[O-])/C=C(\C=C/F)/C=C\N=O
**Orbital gap (alpha / beta)**: 6.20 / 6.21 eV

Atoms and positions in Å:
N  1.903  -0.580  1.291
C  1.884  0.267  0.218
C  3.101  0.777  -0.299
O  4.215  0.590  0.188
C  0.688  0.703  -0.364
C  -0.655  0.217  -0.231
C  -0.963  -1.125  0.198
C  -0.332  -2.263  -0.113
F  0.789  -2.312  -0.855
C  -1.750  1.049  -0.606
C  -3.138  0.869  -0.406
N  -3.717  -0.152  0.194
O  -4.915  -0.135  0.578
H  1.110  -0.645  1.873
H  2.715  -1.220  1.408
H  2.867  1.378  -1.331
H  0.676  1.571  -0.989
H  -2.022  -1.025  0.688
H  -0.650  -3.345  -0.005
H  -1.380  2.004  -1.111
H  -3.757  1.661  -0.760

***

Of them, a) has the highest stability.

***

a) Formula: C2H3O2
Source: the Open Molecules 2025 dataset
Level of theory: ωB97M-V/def2-TZVPD

**Net charge**: +1
**HOMO energy**: -17.122 eV
**Orbital gap**: 11.64 eV

Atoms and positions in Å:
C  0.461  1.187  0.889
C  -0.470  -1.572  -1.269
O  -0.864  -2.309  -2.019
O  -0.355  0.382  0.494
H  1.565  1.140  0.594
H  0.006  1.785  1.684
H  -0.341  -0.613  -0.374

***

b) Formula: C2H3O2
Source: the Open Molecules 2025 dataset
Level of theory: ωB97M-V/def2-TZVPD

**Net charge**: +1
**HOMO energy**: -17.012 eV
**Orbital gap**: 10.70 eV

Atoms and positions in Å:
C  0.724  1.008  0.795
C  -0.601  -0.884  -0.615
O  0.442  -0.291  -0.808
O  -0.026  0.895  1.627
H  1.419  1.527  0.252
H  -0.761  -1.671  -1.422
H  -1.196  -0.583  0.171

***

Of them, a) has the highest stability.

***

a) Formula: C2H3O2
Source: the Open Molecules 2025 dataset
Level of theory: ωB97M-V/def2-TZVPD

**Net charge**: +1
**HOMO energy**: -14.857 eV
**Orbital gap**: 8.56 eV

Atoms and positions in Å:
C  -1.517  0.811  0.469
C  2.004  -1.152  -0.581
O  2.897  -1.616  -0.961
O  -0.544  0.193  0.155
H  -2.631  0.495  0.631
H  -1.278  1.903  0.588
H  1.069  -0.633  -0.300

***

b) Formula: C2H3O2
Source: the Open Molecules 2025 dataset
Level of theory: ωB97M-V/def2-TZVPD

**Net charge**: +1
**HOMO energy**: -18.441 eV
**Orbital gap**: 10.92 eV

Atoms and positions in Å:
C  0.154  -0.658  -0.025
C  0.270  0.858  0.050
O  -1.037  0.853  -0.086
O  -1.424  -0.619  0.061
H  0.421  -0.895  -1.039
H  0.611  -1.274  0.751
H  1.006  1.736  0.288

***

c) Formula: C2H3O2
Source: the Open Molecules 2025 dataset
Level of theory: ωB97M-V/def2-TZVPD

**Net charge**: +1
**HOMO energy**: -17.523 eV
**Orbital gap**: 11.50 eV

Atoms and positions in Å:
C  -1.220  0.422  0.160
C  1.373  -0.488  -0.267
O  -0.086  0.561  -0.199
O  2.294  0.026  0.148
H  -1.840  1.287  0.313
H  -1.668  -0.398  0.647
H  1.147  -1.410  -0.802

***

Of them, c) has the highest stability.